[1]
The following is a quantum chemistry calculation of a single C5H11N molecule, from the OMol25 dataset.

Summary:
- HOMO-LUMO gap (alpha / beta): 7.9 / 7.9 eV
- Energy relative to the best compared isomer or geometry (same formula, charge and spin): 69.8 kcal per mole
- Net charge: 0
- LUMO energy (alpha / beta): 0.88 / 0.87 eV
- E: -6850.5027 eV

Each atom is followed by the atoms it is bonded to, with distances in Å.
Atoms and positions in Å:
1 C -0.53 0.21 2.46  C2 1.529, H7 1.097, H8 1.096, H9 1.096
2 C -0.18 0.57 1.02  C1 1.529, C3 1.530, H10 1.096, H11 1.096
3 C -0.12 -0.66 0.10  C2 1.530, N4 1.474, H12 1.097, H13 1.099
4 N 0.25 -0.29 -1.28  C3 1.474, C5 1.348, C6 1.342
5 C 1.53 -0.17 -1.68  N4 1.348, H14 1.080, H15 1.083
6 C -0.63 0.04 -2.23  N4 1.342, H16 1.083, H17 1.081
7 H -1.52 -0.27 2.52  C1 1.097
8 H -0.55 1.10 3.10  C1 1.096
9 H 0.20 -0.48 2.89  C1 1.096
10 H -0.92 1.27 0.62  C2 1.096
11 H 0.79 1.08 0.98  C2 1.096
12 H -1.08 -1.18 0.08  C3 1.097
13 H 0.64 -1.35 0.48  C3 1.099
14 H 1.77 0.70 -2.28  C5 1.080
15 H 2.25 -0.95 -1.52  C5 1.083
16 H -1.48 0.69 -2.03  C6 1.083
17 H -0.43 -0.30 -3.23  C6 1.081


[2]
The following is a quantum chemistry calculation of 2 unconnected molecules or ions with the total composition C5H11N, from the OMol25 dataset.

Summary:
- HOMO-LUMO gap: 7.9 eV
- Energy relative to the best compared isomer or geometry (same formula, charge and spin): 92.3 kcal per mole
- Net charge: 0
- LUMO energy: 0.96 eV
- E: -6849.5256 eV

Each atom is followed by the atoms it is bonded to, with distances in Å.
Atoms and positions in Å:
1 C 2.00 0.01 -0.36  N2 1.307, H7 1.084, H9 1.079
2 N 1.01 -0.01 0.50  C1 1.307, C3 1.463, C4 1.307
3 C 0.65 0.06 1.91  N2 1.463, C4 1.472, H10 1.093, H11 1.097
4 C -0.20 -0.40 0.80  N2 1.307, C3 1.472, C6 1.480
5 C -1.11 1.41 -1.42  H8 1.095, H12 1.091, H13 1.093, H14 1.090
6 C -0.96 -1.56 0.28  C4 1.480, H15 1.092, H16 1.097, H17 1.101
7 H 1.85 -0.47 -1.32  C1 1.084
8 H -0.03 1.24 -1.34  C5 1.095
9 H 2.90 0.55 -0.13  C1 1.079
10 H 0.51 1.06 2.33  C3 1.093
11 H 1.20 -0.64 2.56  C3 1.097
12 H -1.59 1.16 -0.47  C5 1.091
13 H -1.52 0.78 -2.22  C5 1.093
14 H -1.29 2.47 -1.65  C5 1.090
15 H -1.92 -1.68 0.79  C6 1.092
16 H -1.17 -1.40 -0.79  C6 1.097
17 H -0.38 -2.49 0.37  C6 1.101


[3]
The following is a quantum chemistry calculation of a single C5H11N molecule in a non-equilibrium geometry, from the OMol25 dataset.

Summary:
- HOMO-LUMO gap: 8.5 eV
- Energy relative to the best compared isomer or geometry (same formula, charge and spin): 19.0 kcal per mole
- Net charge: 0
- LUMO energy: 1.10 eV
- E: -6852.7049 eV

Each atom is followed by the atoms it is bonded to, with distances in Å.
Atoms and positions in Å:
1 C 1.48 1.91 0.57  C2 1.533, H7 1.092, H8 1.062, H9 1.089
2 C 0.15 1.18 0.82  C1 1.533, C3 1.536, H10 1.087, H11 1.095
3 C -0.06 -0.06 -0.05  C2 1.536, C4 1.494, C5 1.328
4 C 0.91 -0.40 -1.14  C3 1.494, H12 1.067, H13 1.078, H14 1.083
5 C -1.11 -0.80 0.26  C3 1.328, N6 1.396, H15 1.083
6 N -1.50 -1.96 -0.42  C5 1.396, H16 0.953, H17 0.999
7 H 1.68 2.57 1.42  C1 1.092
8 H 2.30 1.24 0.54  C1 1.062
9 H 1.57 2.52 -0.32  C1 1.089
10 H 0.08 0.96 1.89  C2 1.087
11 H -0.63 1.90 0.57  C2 1.095
12 H 1.90 -0.22 -0.80  C4 1.067
13 H 0.77 0.30 -1.95  C4 1.078
14 H 0.76 -1.39 -1.54  C4 1.083
15 H -1.78 -0.56 1.07  C5 1.083
16 H -1.19 -2.09 -1.31  N6 0.953
17 H -2.25 -2.55 -0.12  N6 0.999


[4]
The following is a quantum chemistry calculation of a single C5H11N molecule in a non-equilibrium geometry, from the OMol25 dataset.

Summary:
- HOMO-LUMO gap: 10.0 eV
- Energy relative to the best compared isomer or geometry (same formula, charge and spin): 40.5 kcal per mole
- Net charge: 0
- LUMO energy: 1.16 eV
- E: -6851.7741 eV

Each atom is followed by the atoms it is bonded to, with distances in Å.
Atoms and positions in Å:
1 C 2.74 -0.50 0.24  C2 1.349, H7 1.104, H8 1.126
2 C 1.59 -0.10 -0.34  C1 1.349, C3 1.531, H9 1.119
3 C 0.25 0.25 0.30  C2 1.531, N4 1.440, C5 1.599, H10 1.125
4 N 0.03 1.64 -0.02  C3 1.440, H11 1.035, H12 0.986
5 C -0.93 -0.69 -0.24  C3 1.599, C6 1.582, H13 1.149, H14 1.075
6 C -2.38 -0.25 0.19  C5 1.582, H15 1.144, H16 1.187, H17 1.188
7 H 3.61 -0.71 -0.41  C1 1.104
8 H 2.74 -0.53 1.36  C1 1.126
9 H 1.55 -0.14 -1.46  C2 1.119
10 H 0.37 0.09 1.41  C3 1.125
11 H 0.68 2.28 0.47  N4 1.035
12 H 0.07 1.91 -0.97  N4 0.986
13 H -0.76 -1.74 0.19  C5 1.149
14 H -0.99 -0.80 -1.31  C5 1.075
15 H -2.75 -0.42 1.26  C6 1.144
16 H -2.83 0.76 -0.24  C6 1.187
17 H -2.99 -1.04 -0.44  C6 1.188


[5]
The following is a quantum chemistry calculation of a single C5H11N molecule in a non-equilibrium geometry, from the OMol25 dataset.

Summary:
- HOMO-LUMO gap: 10.1 eV
- Energy relative to the best compared isomer or geometry (same formula, charge and spin): 49.8 kcal per mole
- Net charge: 0
- LUMO energy: 1.20 eV
- E: -6851.3700 eV

Each atom is followed by the atoms it is bonded to, with distances in Å.
Atoms and positions in Å:
1 C 2.37 -0.42 0.69  C2 1.548, H7 1.097, H8 1.097, H9 1.099
2 C 1.30 -0.52 -0.42  C1 1.548, C3 1.523, H10 1.095, H11 1.094
3 C -0.10 -0.27 0.12  C2 1.523, C4 1.468, N5 1.551, H12 1.061
4 C -0.50 1.12 0.36  C3 1.468, N5 1.446, H13 1.089, H14 1.084
5 N -1.31 0.39 -0.59  C3 1.551, C4 1.446, C6 1.490
6 C -2.56 0.03 0.15  N5 1.490, H15 1.094, H16 1.098, H17 1.109
7 H 2.31 0.53 1.24  C1 1.097
8 H 2.28 -1.22 1.43  C1 1.097
9 H 3.38 -0.48 0.27  C1 1.099
10 H 1.52 0.22 -1.19  C2 1.095
11 H 1.37 -1.51 -0.87  C2 1.094
12 H -0.67 -1.12 0.42  C3 1.061
13 H 0.14 1.83 -0.17  C4 1.089
14 H -0.96 1.50 1.26  C4 1.084
15 H -3.22 -0.63 -0.42  C6 1.094
16 H -3.10 0.96 0.35  C6 1.098
17 H -2.38 -0.44 1.13  C6 1.109


[6]
The following is a quantum chemistry calculation of a single C5H11N molecule in a non-equilibrium geometry, from the OMol25 dataset.

Summary:
- HOMO-LUMO gap: 10.1 eV
- Energy relative to the best compared isomer or geometry (same formula, charge and spin): 29.4 kcal per mole
- Net charge: 0
- LUMO energy: 0.99 eV
- E: -6852.2517 eV

Each atom is followed by the atoms it is bonded to, with distances in Å.
Atoms and positions in Å:
1 C 0.73 0.90 1.61  C2 1.329, H7 1.080, H8 1.087
2 C 0.15 -0.03 0.86  C1 1.329, C3 1.518, C4 1.492
3 C -0.91 -0.95 1.45  C2 1.518, H9 1.088, H10 1.089, H11 1.084
4 C 0.67 -0.54 -0.44  C2 1.492, C5 1.583, H12 1.098, H13 1.094
5 C -0.38 -0.11 -1.54  C4 1.583, N6 1.502, H14 1.091, H15 1.091
6 N -0.37 1.39 -1.71  C5 1.502, H16 1.009, H17 1.010
7 H 0.46 1.08 2.64  C1 1.080
8 H 1.64 1.34 1.20  C1 1.087
9 H -0.38 -1.64 2.10  C3 1.088
10 H -1.57 -0.33 2.05  C3 1.089
11 H -1.47 -1.50 0.70  C3 1.084
12 H 1.64 -0.18 -0.82  C4 1.098
13 H 0.82 -1.61 -0.54  C4 1.094
14 H -1.31 -0.65 -1.36  C5 1.091
15 H -0.04 -0.45 -2.53  C5 1.091
16 H 0.02 1.53 -2.63  N6 1.009
17 H 0.31 1.75 -1.05  N6 1.010